ORCA calculation (ωB97M-V/def2-TZVPD) on a cluster of 8 separate species, C32H67BO12P in total.

Properties
* DFT total energy: -68806.5158 eV
* HOMO energy: -5.191 eV
* HOMO-LUMO gap: 7.13 eV
* lowest unoccupied orbital energy: 1.9359 eV
* charge: -1

Last columns: bonded neighbours and bond lengths (Å).
CARTESIAN COORDINATES (ANGSTROEM)
1 C 0.024 -5.003 1.069  C2 1.506, H12 1.089, H13 1.082, H14 1.091
2 C 1.510 -5.183 1.234  C1 1.506, O3 1.162, O4 1.361
3 O 2.119 -5.763 0.432  C2 1.162
4 O 2.140 -4.718 2.348  C2 1.361, C5 1.443
5 C 2.616 -3.361 2.226  O4 1.443, C6 1.532, H15 1.092, H16 1.093
6 C 3.856 -3.167 1.348  C5 1.532, B7 1.657, H17 1.088, H18 1.096
7 B 3.518 -2.690 -0.202  C6 1.657, P8 1.925, H19 1.213, H20 1.220
8 P 3.641 -0.773 -0.323  B7 1.925, O9 1.474, O10 1.654, O11 1.677
9 O 4.872 -0.193 0.242  P8 1.474
10 O 3.501 -0.385 -1.925  P8 1.654, H21 0.967
11 O 2.311 -0.156 0.490  P8 1.677, H22 0.969
12 H -0.270 -3.969 0.894  C1 1.089
13 H -0.258 -5.562 0.186  C1 1.082
14 H -0.480 -5.394 1.955  C1 1.091
15 H 2.878 -3.065 3.244  C5 1.092
16 H 1.831 -2.664 1.920  C5 1.093
17 H 4.499 -4.045 1.388  C6 1.088
18 H 4.408 -2.333 1.795  C6 1.096
19 H 4.322 -3.192 -0.958  B7 1.213
20 H 2.389 -3.029 -0.515  B7 1.220
21 H 3.204 -1.182 -2.385  O10 0.967
22 H 1.694 0.097 -0.215  O11 0.969
23 C -4.150 -6.548 4.148  C24 1.524, C27 1.523, H28 1.090, H29 1.093
24 C -4.228 -5.029 4.236  C23 1.524, C25 1.520, H30 1.094, H31 1.090
25 C -2.800 -4.628 3.903  C24 1.520, O26 1.428, H32 1.096, H33 1.090
26 O -2.291 -5.623 3.015  C25 1.428, C27 1.428
27 C -3.179 -6.740 2.991  C23 1.523, O26 1.428, H34 1.096, H35 1.091
28 H -5.113 -7.030 3.979  C23 1.090
29 H -3.722 -6.953 5.069  C23 1.093
30 H -4.912 -4.645 3.474  C24 1.094
31 H -4.559 -4.659 5.207  C24 1.090
32 H -2.167 -4.617 4.798  C25 1.096
33 H -2.740 -3.651 3.423  C25 1.090
34 H -3.703 -6.737 2.029  C27 1.096
35 H -2.604 -7.664 3.070  C27 1.091
36 C -5.558 -2.214 0.207  C37 1.522, C40 1.519, H41 1.090, H42 1.092
37 C -4.298 -1.388 -0.009  C36 1.522, C38 1.521, H43 1.092, H44 1.090
38 C -3.278 -2.166 0.807  C37 1.521, O39 1.431, H45 1.097, H46 1.091
39 O -3.680 -3.538 0.770  C38 1.431, C40 1.430
40 C -5.003 -3.629 0.235  C36 1.519, O39 1.430, H47 1.096, H48 1.092
41 H -6.315 -2.070 -0.563  C36 1.090
42 H -6.003 -1.971 1.175  C36 1.092
43 H -4.024 -1.398 -1.066  C37 1.092
44 H -4.392 -0.349 0.307  C37 1.090
45 H -3.277 -1.841 1.855  C38 1.097
46 H -2.264 -2.074 0.415  C38 1.091
47 H -4.934 -4.049 -0.775  C40 1.096
48 H -5.601 -4.303 0.851  C40 1.092
49 C -8.857 -1.481 4.715  C50 1.523, C53 1.521, H54 1.089, H55 1.093
50 C -9.004 -2.971 4.991  C49 1.523, C51 1.521, H56 1.093, H57 1.089
51 C -8.533 -3.578 3.679  C50 1.521, O52 1.430, H58 1.096, H59 1.091
52 O -7.559 -2.680 3.139  C51 1.430, C53 1.431
53 C -7.596 -1.447 3.864  C49 1.521, O52 1.431, H60 1.095, H61 1.091
54 H -8.778 -0.871 5.614  C49 1.089
55 H -9.711 -1.124 4.134  C49 1.093
56 H -8.336 -3.267 5.803  C50 1.093
57 H -10.017 -3.271 5.258  C50 1.089
58 H -9.355 -3.662 2.960  C51 1.096
59 H -8.084 -4.564 3.808  C51 1.091
60 H -6.697 -1.393 4.488  C53 1.095
61 H -7.582 -0.612 3.162  C53 1.091
62 C 7.631 3.107 -0.162  C63 1.522, C66 1.522, H67 1.090, H68 1.093
63 C 7.720 1.606 0.075  C62 1.522, C64 1.518, H69 1.094, H70 1.090
64 C 8.363 1.126 -1.213  C63 1.518, O65 1.442, H71 1.094, H72 1.090
65 O 9.208 2.198 -1.677  C64 1.442, C66 1.427
66 C 8.916 3.379 -0.931  C62 1.522, O65 1.427, H73 1.097, H74 1.092
67 H 7.552 3.694 0.753  C62 1.090
68 H 6.764 3.333 -0.788  C62 1.093
69 H 8.381 1.402 0.923  C63 1.094
70 H 6.757 1.133 0.270  C63 1.090
71 H 7.610 0.929 -1.982  C64 1.094
72 H 8.962 0.225 -1.076  C64 1.090
73 H 9.755 3.565 -0.248  C66 1.097
74 H 8.830 4.228 -1.612  C66 1.092
75 C -3.012 2.166 -3.624  C76 1.523, C79 1.519, H80 1.087, H81 1.093
76 C -4.347 2.490 -4.281  C75 1.523, C77 1.522, H82 1.094, H83 1.090
77 C -5.157 1.238 -3.974  C76 1.522, O78 1.430, H84 1.096, H85 1.092
78 O -4.671 0.732 -2.727  C77 1.430, C79 1.434
79 C -3.452 1.405 -2.385  C75 1.519, O78 1.434, H86 1.095, H87 1.090
80 H -2.411 3.042 -3.391  C75 1.087
81 H -2.426 1.513 -4.275  C75 1.093
82 H -4.799 3.359 -3.794  C76 1.094
83 H -4.274 2.697 -5.348  C76 1.090
84 H -5.003 0.468 -4.738  C77 1.096
85 H -6.227 1.437 -3.892  C77 1.092
86 H -3.664 2.087 -1.554  C79 1.095
87 H -2.714 0.675 -2.053  C79 1.090
88 C -2.309 5.622 0.162  C89 1.522, C92 1.521, H93 1.089, H94 1.093
89 C -0.978 6.221 -0.268  C88 1.522, C90 1.521, H95 1.093, H96 1.089
90 C -0.537 5.252 -1.354  C89 1.521, O91 1.434, H97 1.094, H98 1.090
91 O -1.733 4.745 -1.961  C90 1.434, C92 1.431
92 C -2.862 5.109 -1.159  C88 1.521, O91 1.431, H99 1.096, H100 1.091
93 H -2.974 6.332 0.652  C88 1.089
94 H -2.138 4.787 0.846  C88 1.093
95 H -1.138 7.215 -0.694  C89 1.093
96 H -0.253 6.310 0.540  C89 1.089
97 H 0.015 4.406 -0.933  C90 1.094
98 H 0.083 5.725 -2.115  C90 1.090
99 H -3.417 5.892 -1.688  C92 1.096
100 H -3.515 4.244 -1.035  C92 1.091
101 C 9.138 5.923 -3.922  C102 1.523, C105 1.521, H106 1.089, H107 1.094
102 C 9.166 6.149 -5.428  C101 1.523, C103 1.522, H108 1.093, H109 1.090
103 C 10.639 6.446 -5.672  C102 1.522, O104 1.429, H110 1.096, H111 1.091
104 O 11.371 5.716 -4.687  C103 1.429, C105 1.435
105 C 10.466 5.218 -3.690  C101 1.521, O104 1.435, H112 1.094, H113 1.090
106 H 8.284 5.341 -3.581  C101 1.089
107 H 9.127 6.884 -3.402  C101 1.094
108 H 8.877 5.232 -5.947  C102 1.093
109 H 8.510 6.952 -5.765  C102 1.090
110 H 10.856 7.512 -5.539  C103 1.096
111 H 10.970 6.146 -6.667  C103 1.091
112 H 10.370 4.137 -3.827  C105 1.094
113 H 10.876 5.406 -2.697  C105 1.090